1.
Computed, not measured: 3 unconnected molecules or ions with the total composition C26H55F2N8O4P2 in a non-equilibrium geometry, with ωB97M-V/def2-TZVPD.

```
97
Properties=species:S:1:pos:R:3:forces:R:3
C -0.6887 -1.0289 0.7293 0.407 0.766 0.871
C -1.9545 -0.0640 0.2644 0.200 0.610 1.612
N -2.9651 -0.7408 -0.6182 1.913 1.104 -0.974
C -2.7604 -0.4076 -2.1115 -0.095 -2.330 -0.254
C -3.5624 -1.6795 -2.8642 -4.479 -4.002 -4.462
O -3.1905 -2.9569 -2.7508 -0.401 5.880 0.706
O -4.7354 -1.4111 -3.7571 6.210 -0.312 4.783
C -1.2179 -0.5713 -2.6228 -0.223 -1.825 -1.551
C -1.2177 -0.9007 -4.2626 0.775 0.255 -0.050
F -0.2941 0.5351 -2.3301 -1.653 -1.593 -0.311
N -3.5013 0.8079 -2.5783 -2.275 -2.696 3.325
F -2.7887 1.6782 -3.3054 1.460 1.702 -0.467
C -4.4208 1.4265 -1.5693 -1.624 1.430 -0.087
C -5.8414 0.5741 -1.3334 -3.476 -2.207 0.686
C -6.9801 0.5379 -2.5195 -0.484 -1.437 2.057
C -8.4153 -0.2540 -2.4494 3.125 0.033 3.899
C -8.7407 -1.0559 -1.0258 2.688 1.775 -0.059
C -10.1447 -1.9099 -0.8304 1.498 -0.410 -0.803
C -7.6496 -1.0274 0.2377 0.556 2.023 -4.009
C -6.1996 -0.2243 0.0748 -2.662 0.023 -2.773
H -0.5370 -0.8503 1.8997 -0.273 -0.566 -2.514
H 0.3308 -0.7210 0.2304 -2.089 -0.700 0.734
H -0.8853 -2.1738 0.5708 0.249 2.263 0.196
H -1.5843 0.9861 -0.1658 -0.739 -2.514 0.675
H -2.5189 0.2162 1.2784 1.114 -0.545 -2.017
H -2.8489 -1.7678 -0.4510 -0.363 1.143 -0.903
H -0.7876 -1.5675 -2.1259 -0.953 2.494 -0.758
H -1.3010 -2.0709 -4.4541 -0.172 2.651 0.679
H -2.0896 -0.3175 -4.8257 2.000 -1.375 1.279
H -0.1454 -0.6006 -4.6920 -2.313 -0.362 0.923
H -3.9462 1.7064 -0.5369 -0.840 -0.797 -1.707
H -4.7875 2.4619 -2.0391 0.913 -2.283 0.844
H -6.7059 1.1207 -3.5245 -0.640 -1.555 2.456
H -9.1827 -0.2561 -3.3633 1.978 0.005 2.323
H -10.4503 -1.9776 0.3029 0.520 0.285 -2.376
H -10.9859 -1.4951 -1.5320 1.563 -0.608 1.605
H -9.9019 -3.0075 -1.2307 -0.622 2.271 1.002
H -7.9637 -1.6036 1.2193 0.907 1.373 -2.202
H -5.4562 -0.2264 1.0022 -1.678 0.013 -2.393
O 0.3053 -3.0298 4.1601 -2.995 2.468 2.224
P 1.1159 -2.6355 5.4190 5.304 -4.373 -4.422
N 2.3050 -1.8705 4.4801 0.919 1.129 -1.803
C 3.7483 -1.9661 4.5538 0.071 -0.025 0.513
C 1.9389 -0.5115 4.0754 -0.563 -0.229 -0.129
N 1.4722 -4.2789 5.7727 0.203 -2.071 0.886
C 2.4422 -5.0304 4.9834 0.118 0.157 -0.188
C 0.2637 -5.1092 5.9061 -0.150 0.269 0.035
N 2.0478 -2.1823 6.8662 -2.186 2.220 2.619
C 3.0618 -2.9995 7.5335 -0.105 -0.699 -0.274
C 1.1176 -1.6863 7.8891 0.074 0.382 0.135
H 4.1640 -1.3886 5.3862 0.174 0.088 0.168
H 4.2104 -1.5871 3.6334 -0.398 0.111 0.048
H 4.1026 -2.9900 4.6270 -0.135 -0.084 0.162
H 2.1074 0.1991 4.8917 0.144 0.231 0.065
H 0.8809 -0.4574 3.7965 0.112 -0.111 0.055
H 2.5055 -0.1826 3.1976 0.038 -0.165 0.159
H 2.2939 -4.8903 3.9122 0.063 -0.051 -0.217
H 2.3910 -6.1057 5.1940 -0.340 0.219 0.100
H 3.4594 -4.7576 5.2423 0.189 0.191 -0.034
H -0.1321 -5.4108 4.9277 -0.070 0.109 0.127
H -0.5244 -4.5652 6.4353 -0.005 -0.011 -0.077
H 0.4742 -6.0138 6.4846 0.197 0.107 0.004
H 2.6438 -3.8913 8.0096 0.019 -0.045 -0.047
H 3.5569 -2.4121 8.3172 -0.348 0.354 -0.176
H 3.8637 -3.3003 6.8588 -0.282 -0.064 -0.102
H 0.5275 -2.5065 8.3153 -0.050 0.064 0.243
H 0.4216 -0.9635 7.4484 -0.022 -0.042 -0.036
H 1.6432 -1.1685 8.6973 0.023 -0.116 -0.040
O 4.1677 2.4000 -1.7763 4.259 -1.111 -0.718
P 4.4016 3.0944 -3.1402 -7.823 1.770 1.778
N 4.0837 4.6242 -2.4773 -0.048 1.818 1.728
C 3.2438 5.6940 -2.9749 0.059 -0.038 -0.517
C 5.2351 5.2069 -1.7850 -0.013 -0.626 0.167
N 3.0170 2.3411 -3.8244 -1.107 -1.021 -1.092
C 1.6684 2.7692 -3.4685 -0.199 0.213 0.147
C 3.0605 0.8726 -3.7294 0.275 -0.064 0.015
N 4.6706 3.8926 -4.7083 3.749 -0.715 -1.511
C 3.6688 4.1071 -5.7532 -0.608 -0.463 0.142
C 5.8642 3.3095 -5.3351 0.260 0.265 -0.092
H 3.7133 6.2479 -3.7946 0.031 0.164 -0.195
H 3.0234 6.4171 -2.1793 0.303 -0.237 0.096
H 2.2663 5.3501 -3.2998 0.081 -0.193 -0.115
H 5.9393 5.6479 -2.4987 0.146 0.261 -0.064
H 5.7730 4.4453 -1.2099 -0.124 -0.011 -0.107
H 4.9308 5.9762 -1.0672 -0.119 -0.050 -0.188
H 1.5487 2.8898 -2.3914 -0.172 0.005 0.134
H 0.9112 2.0552 -3.8150 0.418 -0.107 0.138
H 1.4041 3.6971 -3.9638 0.064 0.297 -0.020
H 2.7550 0.5204 -2.7357 0.109 0.005 -0.137
H 4.0713 0.5010 -3.9225 0.029 0.006 0.048
H 2.4019 0.4142 -4.4732 -0.032 0.233 0.012
H 3.3327 3.1758 -6.2182 -0.061 0.013 0.053
H 4.0887 4.7365 -6.5481 0.423 -0.024 0.307
H 2.7996 4.6560 -5.3898 0.072 -0.268 0.164
H 5.6637 2.2925 -5.6928 0.148 -0.030 -0.202
H 6.6842 3.2567 -4.6100 -0.023 -0.042 0.045
H 6.2198 3.9178 -6.1724 -0.117 -0.043 0.001
```
Positions in Å, forces in eV/Å.

* lowest unoccupied orbital energy: 0.00034 Ha
* multiplicity: 1
* molecular weight: 643.7 g/mol
* energy relative to the best compared isomer or geometry (same formula, charge and spin): 1281.7 kJ/mol
* electronic energy: -71955.538 eV
* largest force on an atom: 8.22 eV Å⁻¹
* charge: -1

2.
Computed, not measured: a gas-phase ion, C2H3N2O2S (charge -1) in a non-equilibrium geometry, with ωB97M-V/def2-TZVPD.

```
10
Properties=species:S:1:pos:R:3:forces:R:3
C -1.2742 -0.1188 -1.1796 4.765 -0.815 0.029
C 0.5399 -0.4347 1.4643 -0.669 -0.256 1.259
N 0.0650 0.4539 -0.6186 -1.816 0.841 -2.746
N 0.9790 0.2298 0.3980 -3.082 -1.040 -1.366
O 2.1102 0.6361 0.1497 3.009 1.171 0.076
O -1.0388 -0.7598 -2.2353 -0.521 0.552 0.206
S -2.6487 0.1319 -0.3602 -1.917 0.537 1.229
H -0.5649 -0.5539 1.5645 1.269 0.085 0.023
H 1.2938 -0.5134 2.2660 -0.795 -0.073 -0.480
H 0.5388 0.9288 -1.4488 -0.243 -1.002 1.769
```
Positions in Å, forces in eV/Å.

* lowest unoccupied orbital energy (spin up / spin down): 0.13117 / 0.04484 Ha
* multiplicity: 3
* molecular weight: 119.1 g/mol
* energy relative to the best compared isomer or geometry (same formula, charge and spin): 159.2 kJ/mol
* electronic energy: -20027.350 eV
* largest force on an atom: 4.83 eV Å⁻¹
* charge: -1

What is the electronic energy in the second record? -20027.350 eV

Which value of charge does entry 1 give? -1

Among the records above, which one has the highest electronic energy? C2H3N2O2S